Entry 1:
A molecular structure, C39H51CdIN2S2Si in a non-equilibrium geometry, computed with ωB97M-V/def2-TZVPD.

Last column: Mulliken charge in e.
CARTESIAN COORDINATES (ANGSTROEM)
H: 2.26688 1.98932 -2.83438  0.3670
H: 5.46058 -0.01188 0.54292  0.4369
H: -0.23732 -3.43808 -0.56838  0.0467
H: -7.95962 1.30012 -0.71078  0.3836
H: 0.83538 2.10292 2.82982  0.2606
H: -2.05212 2.52862 2.09142  0.6998
C: -0.63142 4.57232 0.98472  -1.9091
C: -1.35552 2.17172 1.32742  -0.3397
C: -2.05322 -4.50968 -0.67898  -0.9040
Si: 2.33988 -4.78178 2.31922  0.2597
C: 2.62198 1.51442 -0.72788  -0.0943
C: -4.04552 -3.21828 -0.75758  -1.0403
H: 1.45418 4.33782 -3.38818  0.3978
H: -1.00172 1.18052 1.61252  -0.7472
H: 1.29818 -2.17588 -2.52978  0.3818
C: -0.15702 3.11532 1.16812  3.1858
C: -0.60602 -1.30918 3.09802  -0.2305
H: -1.88802 2.06742 0.38702  -0.5800
C: -5.45242 3.57672 -0.49188  -0.8727
H: 3.77068 -0.40948 0.87292  0.2022
C: 4.44858 0.39422 0.59992  -1.9600
S: 1.92818 -2.17448 0.36922  -0.4966
H: -0.98992 -2.17698 5.02922  0.3481
H: 3.27938 -6.21598 0.48192  0.3992
H: -3.36022 3.15172 -0.53018  0.1025
C: 1.40778 -6.34988 2.93062  -1.2497
I: 1.30668 -0.57648 -4.64338  -0.3124
H: 6.00988 1.84702 -1.09908  0.4763
H: -0.00512 3.57342 3.29042  0.5589
H: 4.71198 2.55992 -2.07068  0.3087
H: -0.00762 4.25692 -4.38508  0.4802
H: 1.96648 -5.20788 -0.11438  0.3252
C: 0.47858 -3.27238 3.88002  -0.0530
C: -1.15082 2.13362 -2.89758  -1.4327
H: 1.52948 3.68062 2.41902  0.4330
C: -4.53472 1.36212 -0.62248  -0.6796
H: 2.15218 1.54392 1.40212  0.0478
C: 0.76518 2.70672 -1.39018  -0.4404
C: 0.73688 2.57582 0.05152  -0.2675
C: 0.62588 3.69732 -3.69168  -2.0827
C: 1.19338 -3.33318 2.70032  0.0783
H: -7.59352 3.74802 -0.49118  0.3555
H: -1.79842 2.47622 -3.70878  0.5844
H: 3.58128 -0.97788 -1.53688  -0.0390
C: 0.99398 -2.27378 1.77282  -0.2446
C: -4.35582 2.74532 -0.55048  0.5242
H: 3.90668 0.21942 -2.78828  0.1384
H: -5.12732 -3.16688 -0.81078  0.3405
H: 4.42738 1.15562 1.37602  0.2706
C: -3.29812 -2.02738 -0.69738  1.3426
C: -4.02352 -0.79408 -0.69678  0.6566
H: 4.54228 -3.79188 3.04532  0.3135
C: 0.52608 -1.45028 -2.79678  -1.7617
C: -1.05932 4.46002 -2.09788  -1.9112
S: -5.84322 -0.85978 -0.76918  -0.5527
H: 0.45598 -6.44758 2.41902  0.3224
H: 5.24018 -0.45998 -1.85008  0.5035
H: -4.03212 -5.35698 -0.80048  0.3380
N: 0.07738 -1.30648 1.97302  0.1480
C: -3.43772 -4.45018 -0.75148  -0.8075
C: -6.96082 1.70862 -0.65148  -0.7201
H: -1.77562 4.21152 -1.32758  -0.0536
H: 1.02628 2.84302 -4.22868  0.2773
H: -0.74802 5.06662 1.94922  0.5104
C: -6.74822 3.07492 -0.54368  -0.4379
H: 3.54118 -4.50538 0.12992  0.2509
C: -1.31802 -3.33528 -0.62098  0.9831
H: -0.59452 1.27272 -3.25338  -0.4616
C: -5.86492 0.87102 -0.68058  0.5818
C: 4.96268 2.15132 -1.09628  -1.9392
H: 0.61768 -4.03798 4.63512  0.2560
H: 0.09228 5.13662 0.40412  0.2302
C: 4.03238 0.97502 -0.75438  2.3811
Cd: -0.13542 -0.54648 -0.79618  1.7241
H: -1.55222 -5.47248 -0.66418  0.4214
H: -1.78062 1.81642 -2.06728  0.1320
H: -0.34192 -2.01698 -3.15858  0.7163
H: 3.70518 -4.47888 4.42602  0.3443
H: -5.29722 4.64352 -0.39868  0.4047
H: 1.97978 -7.25068 2.73362  0.3361
C: 4.20118 -0.12648 -1.80318  -1.3597
C: 1.92488 2.05382 -1.81788  -0.8064
C: 2.83688 -5.22268 0.53322  -1.0200
C: 0.60428 3.11322 2.50802  -2.3307
H: -1.33852 -0.51448 3.20852  0.3574
C: -0.18852 3.25102 -2.45828  3.3782
C: 3.94168 -4.63418 3.37592  -1.1798
H: -1.63172 4.76642 -2.97688  0.5573
H: 1.20238 -6.32498 3.99522  0.3342
H: -1.59872 4.62702 0.49772  0.2853
C: 1.86558 1.82152 0.40492  -0.3266
H: 4.55698 -5.52888 3.30512  0.2962
C: -0.42482 -2.23838 4.10782  -1.2223
H: 4.83648 2.94342 -0.36248  0.3395
N: -3.57092 0.41242 -0.64058  0.1613
C: -1.88222 -2.05518 -0.62798  -0.7057
H: -0.45702 5.30852 -1.78088  0.2949

Energy relative to the best compared isomer or geometry (same formula, charge and spin), kcal/mol: 54.34
DFT total energy, eV: -86465.1596
Total charge: -2
Orbital gap, eV: 4.71
HOMO energy, eV: -0.862

---

Entry 2:
A molecular structure, C39H52KNOPSSi, computed with ωB97M-V/def2-TZVPD.

Last column: Mulliken charge in e.
CARTESIAN COORDINATES (ANGSTROEM)
H: -3.78331 3.02916 2.27532  0.4080
H: -1.65756 3.91549 -0.68332  0.2837
P: 0.01352 1.43234 -0.47441  0.3841
C: -0.79360 0.22697 -4.53013  -1.0076
C: 4.95744 -2.09629 0.06693  -0.5197
C: 0.11807 -0.49184 -3.54440  -0.7545
H: 1.31429 -2.57137 6.55907  0.3484
C: 0.91691 4.96580 -0.89177  -0.4627
H: 0.67288 5.93971 -1.32618  0.4715
H: -1.67625 -0.39229 -4.72252  0.3516
C: -1.94901 1.38457 -2.61518  -1.0131
H: 2.83262 1.54358 -0.53040  0.4777
C: 2.03833 -2.55967 3.19042  -0.8331
K: 1.07607 -1.99194 0.69638  0.6056
H: -2.88122 0.84087 -2.80952  0.2523
C: -4.97529 -3.86262 0.02867  -0.2312
C: 4.28368 -2.22212 2.17434  0.1703
C: -0.56578 -0.69768 -2.19825  -0.2537
C: 1.92085 -2.49372 5.66072  -0.5140
C: 2.34671 4.96650 -0.36227  -1.0793
C: 6.22385 -2.00553 0.66641  0.8819
C: 7.37470 -1.87474 -0.10138  -0.5995
C: -1.95067 3.45489 0.26441  -1.3294
H: 1.05107 0.07158 -3.42889  0.2910
Si: -2.02481 -3.58346 0.16956  0.1425
H: 2.45921 5.72631 0.41529  0.4291
N: 3.89484 -2.22193 0.93444  -0.0555
H: -2.24478 2.35948 -2.21976  0.5129
H: -7.10351 -4.09875 -0.06939  0.3604
C: -1.80227 -2.21311 1.54421  -1.4929
C: 0.70539 3.88152 -1.94635  -1.4741
H: 3.77002 3.59022 0.50993  0.4442
H: -4.84702 -4.81376 0.53406  0.2811
C: 2.73340 3.58840 0.16467  -0.4803
H: -1.84615 -1.22624 1.06632  0.3633
H: -1.90431 2.08386 -4.64130  0.4612
C: 4.03694 -2.15410 4.61648  -0.6912
C: 1.14483 2.47841 -1.50412  0.9336
C: -1.40148 1.60743 1.93965  -1.4903
C: 4.84830 -2.05204 -1.32597  -0.4447
C: 3.41756 -2.31832 3.36712  1.6056
H: -0.35687 2.21176 -3.83651  0.1297
H: -5.51862 -0.48586 -1.72887  0.3842
C: -3.36258 2.88265 0.16260  -0.2518
C: -1.17187 0.56816 -1.56859  1.3572
H: -2.65496 -5.98443 0.77565  0.3276
C: 5.99357 -1.91851 -2.08499  -0.6277
H: 0.40714 -1.47099 -3.93442  0.5173
H: -3.26120 -1.23736 -1.16842  0.3013
H: -1.38963 -5.35561 1.81752  0.2826
H: 2.12664 3.33275 1.03849  0.2305
H: 8.13479 -1.72851 -2.09123  0.3520
H: -1.89429 0.21623 -0.82065  -0.4702
H: -4.81728 1.89216 1.41666  0.5239
H: 1.21931 1.86573 -2.40802  0.0100
C: -1.23242 1.56609 -3.95068  -0.8536
C: -3.85076 -3.08513 -0.25313  -0.0815
H: -0.84112 -2.25079 2.06546  0.3633
H: -7.47716 -1.92386 -1.19696  0.3524
S: 6.03590 -2.07879 2.38385  -0.4267
C: 7.24942 -1.83112 -1.47681  -0.4120
H: -4.04647 3.67315 -0.15914  0.4202
H: 1.31167 4.14158 -2.82277  0.6336
C: -3.79440 2.26806 1.48649  -1.4507
H: 5.91993 -1.88392 -3.16462  0.3798
H: 3.03071 5.24292 -1.17257  0.3352
H: 8.34848 -1.80548 0.36566  0.3847
H: 3.24947 2.75931 -1.73788  0.5457
C: -2.33216 -5.09743 1.32773  -1.3312
O: 0.84213 0.41616 0.24047  -0.0953
H: -0.29122 0.37103 -5.49021  0.4483
H: 0.12854 -1.17396 -1.50536  -0.6734
H: -3.40964 2.09978 -0.60013  -0.0412
H: 0.26289 -2.81610 4.39162  0.3167
H: -1.31105 2.22374 2.84189  0.5322
H: -2.93816 0.35318 1.06211  -0.3469
H: -3.11942 0.64927 2.76659  0.4815
C: -6.26072 -3.45834 -0.30823  -0.6021
C: 3.28635 -2.24506 5.77081  -0.6996
H: 0.22806 4.82477 -0.05791  0.0660
C: -0.88738 2.45544 0.75673  0.4404
C: 1.33701 -2.63510 4.41096  -0.5669
H: -0.33275 3.88275 -2.29393  0.3993
H: -1.37376 -1.42397 -2.32662  0.5012
H: -2.58267 -2.24577 2.31254  0.5434
C: -6.47423 -2.24243 -0.93723  -0.4812
H: -0.73668 0.75388 2.08467  0.4926
H: -1.98055 4.27272 0.99531  0.5800
C: -4.10313 -1.86893 -0.90283  0.0507
H: 3.87103 -2.12525 -1.78586  0.4629
H: -3.06950 -4.89416 2.11263  0.3705
H: 3.75509 -2.12029 6.74022  0.3570
H: -0.05284 3.04286 1.15248  0.5893
C: -2.84164 1.13178 1.82690  0.2116
C: -5.37782 -1.44185 -1.23366  -0.7785
H: 5.09791 -1.94189 4.70676  0.2601
C: 2.56449 2.52744 -0.91343  -1.4774

DFT total energy, eV: -89154.4583
Total charge: -1
Orbital gap, eV: 5.06
HOMO energy, eV: -2.931

---

Among the records above, which one has the lowest HOMO energy?
C39H52KNOPSSi

---

Which of these has the highest total charge?
C39H52KNOPSSi

---

Which of these has the lowest HOMO energy?
C39H52KNOPSSi